# 1
DFT (the ωB97M-V functional and the def2-TZVPD basis) results for a cluster of 10 separate species, C34H86N2O18 in total at a distorted geometry.

The geometry in XYZ format:
```
140
Properties=species:S:1:pos:R:3:forces:R:3
C 28.9810 23.0961 11.2485 0.622 1.238 -1.036
C 28.2152 21.8278 10.8930 -0.035 -1.656 0.310
C 29.1617 20.8048 10.2329 0.791 0.454 -0.432
C 27.7080 21.1455 12.1830 -0.947 0.273 0.116
C 26.6720 20.0600 11.9658 -0.727 0.223 -0.629
C 25.4591 20.6969 11.2534 1.226 0.051 -0.430
C 25.8537 21.3868 9.9148 -0.968 -1.414 -0.123
C 25.9483 20.2773 8.8393 0.666 -0.350 -0.053
C 24.6975 22.3135 9.5342 0.168 0.523 -0.941
N 27.1114 22.1009 9.9832 -0.580 1.070 1.532
O 27.5074 22.7160 8.7999 0.104 -0.015 -0.219
H 29.8830 23.1400 10.6279 0.091 0.012 0.179
H 28.4512 24.0049 10.9521 -0.373 -0.254 -0.017
H 29.2962 23.3024 12.2722 -0.187 -0.779 0.207
H 28.7088 19.8388 10.0210 -0.110 -0.049 0.307
H 29.5350 21.1716 9.2690 -0.063 0.116 0.031
H 30.0678 20.6921 10.8334 -0.113 -0.245 0.095
H 28.5484 20.7270 12.7389 0.184 0.330 0.013
H 27.1765 21.8763 12.7991 0.421 0.199 0.140
H 27.0953 19.2419 11.3775 -0.161 -0.141 0.040
H 26.2937 19.6694 12.9122 0.354 -0.100 0.122
H 25.0090 21.4241 11.9315 -0.056 0.040 0.045
H 24.7221 19.9446 10.9733 -0.151 0.020 0.210
H 26.5838 19.4400 9.1472 0.107 0.181 0.276
H 26.4481 20.7024 7.9684 -0.377 -0.115 -0.317
H 25.0152 19.7883 8.5564 -0.216 0.480 -0.041
H 23.7641 21.7966 9.2994 0.118 -0.385 0.356
H 24.9505 22.7999 8.5866 0.056 0.232 0.164
H 24.4844 23.0823 10.2766 0.211 -0.025 0.100
H 27.9851 22.0567 8.2685 -0.081 0.021 0.056
C 20.9548 12.2539 15.9538 0.355 -0.708 -0.174
C 20.6256 13.6849 15.5387 0.297 -0.277 -0.095
C 21.8482 14.2398 14.8100 0.998 0.442 0.799
C 19.4173 13.6098 14.5773 0.051 0.780 0.253
C 18.7123 14.9419 14.3215 -0.257 0.187 1.189
C 18.3040 15.5406 15.6928 0.442 -1.456 -1.017
C 19.4350 15.6148 16.7020 0.314 1.036 1.531
C 20.3078 16.8538 16.4694 1.478 0.234 0.574
C 18.7660 15.7656 18.0945 -0.135 0.257 -0.658
N 20.2662 14.4119 16.7756 -2.049 -1.086 -1.659
O 21.2860 14.4445 17.7151 0.736 0.483 0.164
H 21.8951 12.1706 16.5036 0.040 0.165 -0.107
H 20.1960 11.7597 16.5649 -0.262 0.382 -0.015
H 21.0566 11.6386 15.0550 0.119 0.032 0.007
H 22.2246 13.5848 14.0245 -0.369 0.037 -0.233
H 21.7620 15.2690 14.4591 -0.341 -0.198 -0.380
H 22.6785 14.2865 15.5289 -0.229 -0.088 -0.031
H 19.7097 13.3147 13.5675 0.391 -0.734 0.350
H 18.7424 12.8828 15.0337 -0.297 0.025 -0.329
H 19.3342 15.5930 13.7067 -0.066 0.062 -0.022
H 17.7751 14.6976 13.8193 0.144 0.308 -0.447
H 17.5913 14.7678 15.9989 -0.236 0.406 0.599
H 17.8242 16.5156 15.6465 -0.076 -0.016 -0.099
H 20.9339 16.7832 15.5780 -0.382 0.009 -0.263
H 21.0579 16.8724 17.2729 -0.070 -0.170 0.055
H 19.8932 17.8615 16.5280 -0.703 -0.291 -0.299
H 18.2118 16.7071 18.0744 0.100 0.056 0.325
H 19.5025 15.7609 18.8948 -0.019 0.168 0.032
H 18.0341 14.9750 18.2610 0.127 -0.152 -0.015
H 21.0170 13.8429 18.4198 -0.142 0.008 -0.152
O 24.7906 18.3243 14.9735 -0.608 -0.420 0.371
C 24.5800 16.9467 14.6808 1.780 -0.949 -0.916
C 24.6488 16.7188 13.1627 -0.953 -0.409 0.471
O 23.3137 16.7107 12.6253 0.585 0.703 -0.097
H 25.5383 18.3548 15.5775 0.048 0.402 -0.205
H 25.4201 16.3555 15.0658 0.030 0.205 0.284
H 23.6885 16.4867 15.1117 -0.327 0.528 -0.087
H 25.0968 15.7520 12.9356 -0.082 -0.076 0.129
H 25.2727 17.4811 12.6925 -0.053 0.110 0.053
H 23.1000 17.6619 12.5655 -0.304 -0.130 -0.259
O 27.2163 14.2911 13.8422 -0.321 -0.447 -0.086
C 28.3823 13.5476 14.1937 0.403 0.734 0.405
C 28.2801 12.7138 15.4598 0.554 -0.441 0.157
O 28.2368 13.4540 16.6631 -0.443 0.165 -0.190
H 26.6472 13.7344 13.2985 0.028 0.011 0.078
H 28.7822 12.9470 13.3721 -0.325 -0.102 -0.103
H 29.1207 14.3334 14.3798 0.124 -0.189 0.094
H 29.2188 12.1532 15.5399 -0.060 -0.048 -0.209
H 27.4822 11.9607 15.4324 -0.158 0.193 -0.204
H 27.3536 13.8351 16.7725 0.371 0.161 0.135
O 24.6657 11.7548 16.6967 0.240 0.309 -0.410
C 24.6850 12.8970 17.5545 -0.791 -0.866 0.766
C 25.0162 14.1861 16.8264 -0.980 0.628 0.392
O 25.9703 14.9656 17.5450 0.942 -0.071 -0.632
H 25.0650 11.0067 17.1436 0.042 0.002 0.076
H 23.6948 12.9355 18.0266 -0.067 0.389 -0.187
H 25.3524 12.7331 18.4052 0.430 0.202 -0.292
H 24.1408 14.8269 16.6944 -0.207 -0.330 0.141
H 25.3377 13.9784 15.8032 0.639 -0.008 0.218
H 25.6030 15.4238 18.3018 -0.409 -0.183 -0.016
O 29.9816 18.5763 16.8955 -0.033 0.246 -0.401
C 28.7908 18.0789 17.4742 -0.607 0.183 0.136
C 27.6070 18.9553 17.0620 -0.180 -0.541 0.164
O 27.5927 19.1328 15.6357 0.652 0.011 0.738
H 30.6949 18.5547 17.5332 0.070 -0.011 0.036
H 28.5748 17.0743 17.0969 0.246 -0.086 0.190
H 28.8736 18.0904 18.5632 -0.165 -0.248 -0.011
H 27.5447 19.9004 17.6108 0.340 0.168 -0.258
H 26.6898 18.4140 17.3158 0.030 -0.056 0.072
H 28.5376 19.1983 15.4143 -0.216 0.014 -0.337
O 25.9592 24.3179 16.0818 0.248 -0.127 -0.820
C 26.9803 24.0369 15.1169 -0.317 -0.410 0.229
C 27.5674 22.6916 15.4282 1.977 -0.990 -0.217
O 26.6098 21.6591 15.3331 -0.423 0.265 0.228
H 25.4020 23.5236 16.0295 -0.123 0.253 0.360
H 26.6064 24.0224 14.0859 -0.349 -0.038 0.069
H 27.7554 24.8022 15.1118 -0.057 0.093 0.474
H 28.1137 22.6519 16.3812 -0.651 0.406 0.441
H 28.4129 22.4538 14.7578 -0.272 0.344 -0.499
H 27.0218 20.8054 15.5692 -0.227 0.376 -0.403
O 22.2928 15.7857 10.1849 -0.259 0.015 -0.454
C 23.3707 15.5551 9.2901 0.178 0.078 0.881
C 24.3046 14.5413 9.9320 1.261 -1.159 -1.686
O 25.4261 14.2417 9.0418 0.114 0.691 0.501
H 22.6679 16.1271 11.0215 0.023 -0.170 -0.218
H 23.0514 15.1701 8.3187 -0.576 -0.146 0.245
H 23.8739 16.4969 9.0396 0.311 -0.101 0.257
H 23.8742 13.5443 10.0573 -0.852 0.440 0.483
H 24.7484 14.8519 10.8731 -0.078 0.291 0.011
H 25.0813 13.8198 8.2516 -0.117 -0.022 -0.011
O 22.4028 19.2354 11.8871 -0.169 0.220 0.247
C 21.0426 18.8249 11.7393 -0.511 -1.310 0.184
C 20.3913 18.3547 13.0426 0.335 0.811 0.586
O 20.1950 19.4928 13.8847 0.149 -0.425 0.289
H 22.4434 20.1934 11.9728 0.067 -0.063 0.238
H 20.4137 19.6194 11.3457 0.118 0.053 -0.287
H 21.0949 17.9582 11.0776 -0.261 0.184 -0.371
H 20.9734 17.5722 13.5429 0.401 0.192 -0.061
H 19.4174 17.8762 12.9344 -0.128 0.268 -0.644
H 21.0378 19.6794 14.3406 -0.098 0.157 -0.238
O 23.4526 21.9245 17.4194 0.247 0.232 -0.424
C 23.3999 20.5061 17.4120 -0.288 0.025 0.407
C 22.3580 19.8837 16.4906 0.412 0.702 0.399
O 22.7062 20.1461 15.1282 -0.672 -0.923 0.257
H 22.6032 22.3364 17.2363 -0.127 -0.289 -0.034
H 24.3870 20.1704 17.0958 0.095 -0.012 0.113
H 23.2036 20.2157 18.4506 0.077 -0.477 -0.059
H 21.3891 20.3036 16.7799 -0.154 0.104 -0.522
H 22.2762 18.8030 16.6253 0.142 0.005 0.348
H 23.2134 19.3305 14.9324 0.361 0.868 -0.448
```
Forces are in eV/Å.

Properties
E_HOMO   -7.844 eV
HOMO-LUMO gap   7.88 eV
Energy above the lowest of the compared OMol25 structures with the same formula, charge and spin   185.68 kJ/mol
Electronic energy   -76480.99480 eV
LUMO energy   0.0 eV

# 2
DFT (the ωB97M-V functional and the def2-TZVPD basis) results for a cluster of 7 separate species, C34H88N6O11 in total at a distorted geometry.

The geometry in XYZ format:
```
139
Properties=species:S:1:pos:R:3:forces:R:3
C 20.6986 -22.9833 24.2640 -0.236 -1.408 0.529
O 21.2884 -22.1695 25.2513 -0.139 0.614 -0.871
C 22.2874 -21.3669 24.6352 0.242 0.497 0.252
C 22.5747 -20.1428 25.5155 0.064 -0.734 1.403
C 21.6545 -18.9732 25.2110 0.222 0.121 0.489
N 23.9930 -19.7506 25.6348 -0.354 0.355 -1.480
H 21.4580 -23.6006 23.7718 0.042 0.282 -0.271
H 20.0725 -22.4666 23.5315 0.259 0.334 -0.014
H 20.0707 -23.7288 24.7622 -0.112 0.303 0.165
H 23.1848 -21.9766 24.4829 0.143 -0.003 0.079
H 21.9816 -20.9991 23.6473 -0.246 -0.235 -0.103
H 22.3244 -20.4582 26.5374 -0.198 -0.134 -0.149
H 20.6293 -19.2796 25.4179 -0.070 -0.037 -0.322
H 21.7461 -18.5848 24.1948 -0.005 -0.114 -0.062
H 21.8670 -18.1645 25.9130 0.078 0.060 -0.110
H 24.5738 -20.5847 25.6487 -0.073 -0.030 0.182
H 24.2143 -19.3132 24.7344 0.329 0.087 0.350
C 21.0587 -26.4679 18.8672 0.290 0.091 -0.214
O 20.3629 -27.3779 18.0490 0.149 -0.218 0.120
C 19.4532 -28.1876 18.7537 -0.896 0.640 -0.169
C 18.5685 -28.9175 17.7409 0.453 -1.264 0.433
C 17.3413 -29.5170 18.4246 -0.557 0.244 -0.323
N 19.2897 -30.0568 17.1359 0.479 0.327 -0.230
H 21.5779 -26.9361 19.7079 -0.002 -0.193 -0.013
H 20.4055 -25.6874 19.2714 -0.160 -0.008 -0.031
H 21.8027 -26.0076 18.2206 0.077 0.141 0.104
H 19.9533 -28.9090 19.4119 0.129 -0.042 -0.046
H 18.8210 -27.5493 19.3914 0.031 0.018 0.034
H 18.3367 -28.2640 16.9001 -0.272 0.257 0.270
H 17.6419 -30.2467 19.1788 0.051 0.132 0.145
H 16.7098 -30.0571 17.7174 0.278 -0.058 -0.193
H 16.6661 -28.7803 18.8670 0.322 0.116 0.214
H 19.6188 -30.6765 17.8729 -0.162 -0.017 0.010
H 20.1454 -29.6865 16.7223 -0.139 -0.125 -0.094
C 25.9998 -21.1189 17.1668 -0.123 0.307 0.001
O 24.8455 -21.4127 17.9203 0.066 -0.164 0.306
C 23.7448 -20.5848 17.6101 0.128 -0.258 -0.456
C 22.6903 -20.7259 18.6807 -0.682 0.724 0.515
N 21.4490 -20.0857 18.2279 0.255 -0.144 -0.035
C 20.3151 -20.3005 19.1159 0.170 0.510 0.652
C 19.7929 -21.7255 19.0906 -0.833 0.090 -0.824
O 18.9682 -21.9200 20.2124 0.449 0.004 0.454
C 18.3012 -23.1626 20.2307 -0.005 0.372 -0.217
H 25.7340 -20.9533 16.1164 0.158 -0.018 -0.023
H 26.6989 -21.9510 17.2370 -0.123 -0.102 0.025
H 26.4914 -20.2240 17.5679 -0.005 0.037 -0.161
H 23.3482 -20.8521 16.6211 -0.199 -0.214 0.098
H 24.0447 -19.5344 17.4840 0.124 0.039 0.363
H 23.0154 -20.2407 19.6145 0.321 -0.084 -0.026
H 22.4491 -21.7424 18.9779 0.393 -0.200 -0.546
H 21.6351 -19.0897 18.1961 -0.202 0.000 -0.196
H 19.5600 -19.5595 18.8482 -0.291 -0.375 -0.253
H 20.5130 -20.0439 20.1714 0.368 -0.226 0.034
H 20.5959 -22.4691 19.0220 0.019 0.029 0.209
H 19.1580 -21.8604 18.2008 0.264 -0.047 -0.142
H 18.9674 -24.0234 20.3532 0.193 0.119 0.098
H 17.7617 -23.3005 19.2863 -0.211 -0.075 0.116
H 17.6224 -23.0924 21.0763 -0.161 -0.284 -0.081
C 23.1500 -23.9979 13.6514 -0.067 0.134 -0.306
O 23.7433 -24.7254 14.6910 -0.339 -0.196 0.353
C 24.5003 -23.9321 15.6003 -0.043 -0.735 -0.849
C 24.8765 -24.7731 16.7958 0.372 1.096 -0.224
N 25.9837 -25.6855 16.5316 -0.474 -0.573 0.397
C 26.2674 -26.5342 17.7046 0.328 0.674 -0.181
C 27.2281 -25.8126 18.6374 0.744 -1.045 -0.236
O 26.5738 -24.8689 19.4443 -0.073 0.294 -0.104
C 27.4084 -23.8316 19.9230 -0.082 0.205 -0.533
H 23.8641 -23.7507 12.8552 0.117 0.182 0.158
H 22.6826 -23.0825 14.0312 0.045 0.065 -0.065
H 22.3721 -24.5987 13.1793 0.020 -0.151 0.213
H 23.9388 -23.0549 15.9425 -0.124 -0.043 -0.139
H 25.3947 -23.6183 15.0465 0.145 0.305 0.368
H 23.9849 -25.2606 17.2059 -0.058 -0.072 -0.002
H 25.1968 -23.9937 17.4966 0.088 -0.479 0.380
H 25.7328 -26.3141 15.7754 -0.158 0.225 -0.101
H 26.7585 -27.4364 17.3388 0.037 -0.062 0.143
H 25.3692 -26.8301 18.2608 -0.100 -0.045 -0.107
H 28.0069 -25.3767 18.0024 -0.146 0.436 0.060
H 27.7652 -26.5410 19.2628 -0.177 -0.025 0.196
H 26.7702 -23.0349 20.2997 -0.045 -0.169 0.307
H 27.9532 -23.3959 19.0782 0.199 -0.091 0.068
H 28.1130 -24.1854 20.6772 -0.017 0.014 0.090
C 24.1280 -35.5913 18.4855 0.930 0.296 -0.713
O 24.9721 -34.4583 18.5763 -0.403 0.715 0.246
C 26.2102 -34.6950 19.2133 -0.048 -0.571 -0.758
C 27.1469 -33.5488 18.9430 -0.048 0.517 0.618
N 26.7142 -32.3339 19.6536 -0.308 -0.648 -0.371
C 27.2437 -31.1328 19.0343 0.225 0.411 0.490
C 26.9189 -29.9282 19.8920 -0.164 0.170 0.392
O 25.5202 -29.7526 19.8839 -0.633 -0.555 0.214
C 25.0871 -28.6936 20.6894 0.468 1.181 -0.111
H 24.0128 -36.0610 19.4619 -0.342 -0.130 -0.030
H 24.5823 -36.2785 17.7583 -0.016 -0.355 0.324
H 23.2065 -35.2632 18.0128 -0.248 0.047 0.458
H 26.6246 -35.5963 18.7392 0.240 -0.084 0.365
H 26.0942 -34.8477 20.2920 -0.083 -0.077 0.012
H 27.2052 -33.3667 17.8629 0.129 -0.193 -0.043
H 28.1221 -33.8336 19.3481 0.144 0.004 -0.325
H 25.6996 -32.3385 19.5893 0.039 0.393 0.090
H 26.8827 -30.9862 18.0094 0.064 0.045 -0.093
H 28.3348 -31.2060 19.0318 0.025 -0.112 -0.242
H 27.4019 -28.9852 19.6002 0.100 -0.130 -0.500
H 27.2930 -30.1161 20.9074 -0.209 -0.155 0.096
H 25.5361 -27.7798 20.2773 -0.005 0.236 0.308
H 25.3751 -28.7493 21.7440 0.244 -0.400 -0.017
H 24.0133 -28.5168 20.6763 -0.101 -0.567 -0.381
C 25.4860 -26.0228 23.3437 0.993 1.017 0.175
O 26.0697 -25.7741 24.6170 -0.650 -0.225 0.450
C 26.5876 -26.9416 25.2072 0.476 -0.563 -0.325
C 27.2037 -26.5969 26.5557 -0.587 0.567 -0.885
N 26.1407 -26.1910 27.4633 0.343 0.646 1.030
C 26.6650 -25.7065 28.7636 -0.482 -0.059 -0.544
C 25.6406 -24.7878 29.4021 -0.351 -0.629 0.801
O 25.5022 -23.6191 28.6290 -0.078 -0.053 -0.080
C 25.4502 -22.4064 29.3398 -0.024 0.441 -0.513
H 24.8270 -25.1842 23.1280 -0.250 -0.251 -0.005
H 24.9751 -26.9843 23.2886 -0.060 0.047 -0.025
H 26.3199 -25.9363 22.6329 -0.320 -0.518 -0.381
H 27.3203 -27.3939 24.5190 0.318 0.167 0.173
H 25.8290 -27.7291 25.3103 -0.290 0.262 0.227
H 27.8872 -25.7547 26.3772 0.307 -0.158 0.063
H 27.7686 -27.4529 26.9220 -0.092 -0.027 0.235
H 25.6959 -25.3534 27.0943 -0.050 -0.318 -0.568
H 27.5634 -25.0815 28.6588 0.238 -0.287 -0.122
H 26.8717 -26.5818 29.3792 0.116 0.142 0.264
H 25.9114 -24.5754 30.4429 0.328 0.255 -0.115
H 24.6701 -25.2906 29.4918 -0.054 -0.052 -0.269
H 26.4305 -22.1522 29.7524 -0.045 -0.035 0.224
H 24.6707 -22.3430 30.1045 0.071 -0.406 0.146
H 25.1885 -21.6500 28.6003 0.117 0.096 -0.005
C 22.5625 -23.4111 21.1821 -0.400 0.055 -0.093
C 23.6272 -23.8177 20.1739 -0.154 -0.040 0.620
O 24.0755 -25.1203 20.4823 0.212 -0.354 0.111
H 22.9230 -23.3009 22.2050 0.452 -0.135 -0.142
H 21.7459 -24.1354 21.2398 0.001 -0.027 -0.209
H 22.1391 -22.4384 20.9219 -0.094 -0.057 -0.036
H 24.4381 -23.0867 20.2632 0.091 -0.040 -0.350
H 23.2467 -23.8258 19.1460 -0.094 0.357 0.028
H 24.9455 -25.2409 20.0561 -0.267 0.162 0.214
```
Forces are in eV/Å.

Properties
E_HOMO   -8.784 eV
HOMO-LUMO gap   9.29 eV
Energy above the lowest of the compared OMol25 structures with the same formula, charge and spin   374.95 kJ/mol
Electronic energy   -68141.28172 eV
LUMO energy   0.5 eV